Entry 1:
This record from OMol25 describes a 7-piece molecular cluster, C28H48O14 overall. The level of theory is the ωB97M-V functional and the def2-TZVPD basis.

```
90
Properties=species:S:1:pos:R:3
C -14.3136 6.5532 24.1876
C -13.1059 7.3935 24.5574
O -12.9597 7.5830 25.9702
C -12.6825 6.5655 26.7719
C -12.5888 6.9812 28.2173
O -12.4332 5.4546 26.3444
H -14.3395 6.4360 23.1071
H -15.1822 7.1017 24.5698
H -14.3252 5.5792 24.6697
H -12.2240 6.8295 24.2378
H -13.1607 8.3627 24.0755
H -12.5864 8.0452 28.4192
H -11.6006 6.6472 28.5482
H -13.3233 6.3574 28.7260
C -18.4489 0.1399 17.1521
C -17.3866 1.0790 16.5950
O -16.0645 0.7096 16.9737
C -15.4005 -0.0055 16.0145
C -13.9625 -0.1889 16.3234
O -15.9542 -0.4003 15.0362
H -18.4270 -0.1661 18.2001
H -18.3560 -0.8181 16.6254
H -19.4608 0.5093 16.9805
H -17.5200 1.0880 15.5164
H -17.6132 2.0450 17.0459
H -13.4207 -0.3116 15.3918
H -13.7619 -1.0204 17.0049
H -13.5611 0.6174 16.9367
C -13.5072 8.0651 19.7807
C -14.9446 7.9357 20.2369
O -15.3776 9.2416 20.6493
C -16.4719 9.3345 21.4044
C -16.6320 10.6907 22.0374
O -17.2747 8.4520 21.5709
H -12.8290 8.4538 20.5391
H -13.3927 8.7184 18.9116
H -13.1319 7.1020 19.4379
H -15.5806 7.6691 19.3901
H -15.0411 7.1637 20.9976
H -16.6191 10.5679 23.1226
H -17.6389 11.0468 21.8277
H -15.8350 11.3766 21.7668
O -8.1939 3.1079 24.1183
C -9.3941 3.0259 24.0852
C -10.1151 1.7658 23.6381
C -11.4944 2.2333 23.2971
C -11.6330 3.6078 23.9610
O -10.2756 3.9683 24.3992
H -9.6725 1.2818 22.7777
H -10.1355 1.1638 24.5535
H -11.5790 2.3016 22.2106
H -12.2843 1.5318 23.5698
H -12.0176 4.3211 23.2395
H -12.1913 3.5365 24.8879
O -16.9957 4.5321 16.2272
C -16.1191 4.2268 15.4797
C -16.1077 3.8344 13.9917
C -14.7287 4.2443 13.5349
C -13.8976 4.1397 14.8077
O -14.8258 4.1681 15.8808
H -16.3404 2.7661 13.9409
H -16.9603 4.2838 13.4822
H -14.4174 3.7217 12.6325
H -14.7182 5.2966 13.2318
H -13.3398 3.1968 14.8415
H -13.1761 4.9417 14.9596
O -13.1290 5.1136 21.2164
C -13.4177 4.2238 20.4586
C -13.4572 4.3103 18.9352
C -13.4998 2.8418 18.5696
C -13.9659 2.0858 19.8242
O -13.5730 2.9665 20.8858
H -14.3516 4.8579 18.6363
H -12.5350 4.7470 18.5670
H -14.0756 2.5517 17.6957
H -12.4512 2.5686 18.4138
H -15.0475 1.9342 19.8319
H -13.4386 1.1465 19.9720
O -11.3182 -0.0384 19.5312
C -10.2686 -0.5930 19.4062
C -9.0764 -0.6250 20.3445
C -8.3484 -1.8877 19.9389
C -8.6894 -1.9355 18.4385
O -9.9618 -1.2951 18.2931
H -8.4870 0.2728 20.1301
H -9.3494 -0.5905 21.3942
H -7.2858 -1.9361 20.1541
H -8.8504 -2.7035 20.4642
H -7.9903 -1.3295 17.8509
H -8.5718 -2.9208 17.9902
```

Gap between HOMO and LUMO in eV: 9.9
Net charge: 0
Energy above the lowest of the compared OMol25 structures with the same formula, charge and spin in kJ/mol: 0.0
HOMO in eV: -9.52
SMILES: CCOC(C)=O.CCOC(C)=O.CCOC(C)=O.O=C1CCCO1.O=C1CCCO1.O=C1CCCO1.O=C1CCCO1

---

Entry 2:
This record from OMol25 describes C28H49As2F6N2O2OsPS2 as an isolated structure. The level of theory is the ωB97M-V functional and the def2-TZVPD basis.

```
93
Properties=species:S:1:pos:R:3
Os 0.8216 -0.4543 1.0762
C 5.5160 -2.9036 4.2056
C 5.0149 -1.5022 4.4079
O 3.6935 -1.4080 3.7367
P 2.9600 -0.1467 3.2565
S 0.9469 -0.2549 3.4386
S 3.0773 0.1500 1.2146
O 3.6326 0.9933 4.0925
C 3.3243 2.4090 4.0488
C 4.2392 3.1152 5.0147
H 6.4920 -2.9966 4.6824
H 5.6247 -3.1329 3.1468
H 4.8410 -3.6278 4.6575
H 5.6686 -0.7502 3.9702
H 4.8360 -1.2617 5.4529
H 2.2729 2.5309 4.3173
H 3.4885 2.7460 3.0226
H 4.0798 2.7540 6.0294
H 4.0327 4.1850 4.9948
H 5.2826 2.9593 4.7456
C -0.8714 -2.7629 -5.3118
C -0.0705 -1.4550 -5.1907
C 1.2119 -1.5776 -6.0124
C -0.9040 -0.2837 -5.7339
C 0.2205 -1.2121 -3.7207
C 1.5044 -1.2145 -3.1842
C 1.6928 -0.9689 -1.8400
N 0.6768 -0.7155 -1.0109
C -0.5861 -0.7624 -1.4906
C -0.8326 -0.9898 -2.8259
C -1.6494 -0.5769 -0.4749
C -2.9880 -0.7443 -0.7409
C -3.9484 -0.6480 0.2729
C -3.4777 -0.3701 1.5548
C -2.1283 -0.2067 1.7717
N -1.2267 -0.2931 0.7849
C -5.4172 -0.8440 -0.0507
C -6.2914 -0.7745 1.2008
C -5.6032 -2.2182 -0.7148
C -5.8409 0.2669 -1.0267
H -1.0950 -2.9532 -6.3613
H -1.8190 -2.7132 -4.7730
H -0.3039 -3.6109 -4.9264
H 0.9509 -1.7525 -7.0553
H 1.8269 -2.4190 -5.6894
H 1.8113 -0.6659 -5.9723
H -1.0713 -0.4262 -6.8012
H -0.3857 0.6680 -5.6013
H -1.8828 -0.2150 -5.2572
H 2.3696 -1.4179 -3.7965
H 2.6806 -0.9879 -1.3992
H -1.8499 -1.0077 -3.1868
H -3.3010 -0.9790 -1.7467
H -4.1481 -0.2962 2.3975
H -1.7411 0.0014 2.7598
H -6.0264 -1.5449 1.9270
H -7.3301 -0.9390 0.9176
H -6.2389 0.2024 1.6850
H -5.2821 -3.0247 -0.0542
H -5.0555 -2.3045 -1.6538
H -6.6594 -2.3659 -0.9378
H -5.6918 1.2564 -0.5906
H -6.9005 0.1581 -1.2566
H -5.2911 0.2165 -1.9681
C -0.6479 3.0548 2.7175
C 0.5735 3.2619 1.8296
As 0.6925 1.9488 0.4178
C -0.9156 2.3491 -0.6313
C -1.1433 3.8432 -0.8613
C 2.0137 2.6201 -0.8600
C 3.3862 3.0907 -0.3873
H -0.7185 3.8601 3.4477
H -0.5774 2.1136 3.2649
H -1.5770 3.0504 2.1448
H 1.4912 3.2311 2.4063
H 0.5528 4.2138 1.2961
H -1.7763 1.9279 -0.1191
H -0.7999 1.8306 -1.5823
H -1.3178 4.3822 0.0689
H -2.0327 3.9715 -1.4778
H -0.3223 4.3264 -1.3878
H 1.4847 3.4802 -1.2695
H 2.0785 1.8733 -1.6532
H 3.2984 3.9462 0.2841
H 3.9545 3.4227 -1.2564
H 3.9701 2.3261 0.1092
F -0.1842 -2.5274 0.8426
As 1.0755 -3.8572 1.0026
F 1.9842 -2.3718 1.5898
F 1.5935 -3.4033 -0.5799
F 2.4360 -4.8335 1.2270
F 0.0030 -5.0054 0.3839
F 0.5432 -4.0579 2.6067
```

Gap between HOMO and LUMO (alpha / beta) in eV: 6.5 / 6.7
Net charge: +2
HOMO (alpha / beta) in eV: -14.50 / -14.64

---

Entry 3:
This record from OMol25 describes a 2-piece molecular cluster, C28H49BrINO9P overall. The level of theory is the ωB97M-V functional and the def2-TZVPD basis.

```
90
Properties=species:S:1:pos:R:3
C 3.7582 0.7053 3.4058
C 3.4305 -0.0804 2.1393
C 2.9029 0.8529 1.0517
C 2.6168 0.2265 -0.3186
C 2.3757 -1.2701 -0.2539
P 1.2118 1.1922 -1.2975
C 2.1705 0.9204 -2.9003
C 2.0509 2.9427 -0.8963
C 1.5898 4.1093 -1.7049
O 0.8749 5.0265 -1.2942
I 2.2905 4.3483 -3.7866
O 0.2014 -0.2544 -1.5156
C -0.9874 -0.0485 -2.0861
Br -0.7034 -0.5242 -4.0985
C -2.0198 -1.0965 -1.6923
C -2.4830 -1.1225 -0.2408
C -1.3930 -1.5062 0.7631
C -1.6614 -0.9739 2.1790
C -2.3397 -1.9980 3.0734
N -3.0273 -1.3932 4.2350
C -1.3318 1.4486 -1.9868
C -1.8994 1.9532 -0.6256
C -3.4171 2.1849 -0.5776
C -3.9885 2.1401 0.8207
O -5.3724 2.5101 0.8363
C -6.2140 1.4431 0.5059
C -2.1332 2.0460 -3.1315
O -2.0816 3.4592 -2.9999
C -3.0659 4.1271 -3.7481
C -2.4784 5.4352 -4.2906
O -0.0503 2.0733 -2.0957
H 2.8360 0.9882 3.9047
H 4.4237 0.1677 4.0744
H 4.2604 1.6302 3.1335
H 2.6959 -0.8527 2.3610
H 4.3255 -0.5975 1.7965
H 3.6698 1.6118 0.9100
H 2.0322 1.3760 1.4578
H 3.5108 0.3668 -0.9221
H 3.2105 -1.7911 0.2219
H 1.4951 -1.5351 0.3229
H 2.3012 -1.6898 -1.2509
H 0.5802 1.3161 0.0038
H 3.0268 1.5794 -2.9549
H 2.4669 -0.1169 -3.0205
H 1.5511 1.1608 -3.7574
H 3.1310 2.8736 -1.0153
H 1.8040 3.2226 0.1188
H -1.5708 -2.0576 -1.9198
H -2.8776 -0.9972 -2.3510
H -3.2621 -1.8829 -0.1801
H -2.9560 -0.2052 0.0800
H -0.4185 -1.1509 0.4616
H -1.3316 -2.5907 0.8498
H -2.2965 -0.0903 2.1480
H -0.7296 -0.6723 2.6515
H -1.6212 -2.7147 3.4606
H -3.0791 -2.5533 2.4987
H -2.5630 -1.6427 5.0934
H -2.9995 -0.3863 4.1706
H -1.3932 2.8848 -0.4187
H -1.6363 1.2557 0.1630
H -3.6485 3.1412 -1.0325
H -3.9262 1.4315 -1.1776
H -3.4925 2.8830 1.4375
H -3.9109 1.1480 1.2627
H -5.9413 0.9549 -0.4297
H -6.2573 0.6929 1.2991
H -7.2189 1.8349 0.3832
H -3.1696 1.7034 -3.1484
H -1.6972 1.7810 -4.0888
H -3.4257 3.5034 -4.5652
H -3.9299 4.3765 -3.1265
H -2.5410 5.4891 -5.3704
H -2.9888 6.2919 -3.8635
H -1.4409 5.4908 -3.9807
C 4.1562 -6.8706 1.5747
C 2.9365 -6.3844 1.8389
C 2.7143 -4.9386 2.1928
O 1.5717 -4.5839 2.4069
C 3.8700 -4.0624 2.2644
C 5.0895 -4.5475 2.0017
C 5.3085 -5.9871 1.6284
O 6.4480 -6.3456 1.3926
O 6.1920 -3.8091 2.0464
O 1.8355 -7.1230 1.8115
H 4.3259 -7.9066 1.3181
H 3.7008 -3.0270 2.5286
H 6.9246 -4.4048 1.8051
H 1.1030 -6.5156 2.0301
```

Gap between HOMO and LUMO in eV: 5.1
Net charge: -1
HOMO in eV: -5.08

---

Entry 4:
This record from OMol25 describes a 3-piece molecular cluster, C28H50BrN5O6PS2 overall. The level of theory is the ωB97M-V functional and the def2-TZVPD basis.

```
93
Properties=species:S:1:pos:R:3
N 5.3339 3.3545 3.9332
P 5.3828 2.7327 5.3709
C 5.9499 0.9495 5.2485
C 5.0170 -0.0613 5.0200
C 3.5416 0.3272 4.8861
O 3.2488 1.0164 3.9409
O 2.5953 -0.0057 5.8161
C 1.7374 -1.0898 5.3509
C 0.2585 -0.7876 5.5277
O -0.1386 0.4526 4.9439
C -0.3871 0.3444 3.6049
O -0.3334 1.3226 2.9246
C 5.5190 -1.3585 4.8975
Br 4.3813 -2.8271 4.5247
C 6.8785 -1.6252 5.0409
S 7.4541 -3.3205 4.9126
N 7.7447 -0.6130 5.2647
C 9.1810 -0.9530 5.3633
N 9.7337 -1.3215 4.0510
C 7.2957 0.6441 5.3495
S 8.4368 2.0059 5.5923
H 4.3827 3.6483 3.7264
H 6.2744 3.4764 6.1618
H 4.1235 2.7563 6.0143
H 1.9723 -1.2854 4.2974
H 2.0261 -1.9951 5.8977
H -0.0792 -0.8810 6.5641
H -0.2793 -1.5839 4.9818
H -0.6469 -0.6278 3.1448
H 7.4586 -3.7628 6.1979
H 9.7923 -0.1303 5.7337
H 9.3510 -1.7957 6.0393
H 10.4097 -0.6347 3.7408
H 8.9980 -1.3926 3.3588
H 8.9697 2.2294 4.3622
C 1.0566 -1.2125 -0.8236
C 0.3267 -2.5584 -1.1008
C -0.0261 -2.7231 -2.5923
C -1.2955 -2.0142 -3.0595
C -2.4549 -2.2984 -2.1096
C -2.1029 -1.9500 -0.6629
N -0.8640 -2.6519 -0.2059
O -1.1494 -3.9100 -0.0298
C -1.9570 -0.4189 -0.5567
C -3.2923 -2.2712 0.2433
C 1.3875 -3.6221 -0.7972
H 0.4796 -0.5222 -0.2138
H 1.9719 -1.3687 -0.2493
H 1.3279 -0.6966 -1.7457
H -0.1563 -3.7883 -2.8086
H 0.8160 -2.3955 -3.2054
H -1.1198 -0.9386 -3.1542
H -1.5560 -2.3635 -4.0613
H -3.3309 -1.7294 -2.4309
H -2.7350 -3.3535 -2.1906
H -1.6912 -0.1177 0.4592
H -2.8984 0.0744 -0.8030
H -1.2196 0.0006 -1.2379
H -3.5997 -3.3139 0.1766
H -4.1537 -1.6661 -0.0386
H -3.0575 -2.0485 1.2867
H 1.6459 -3.6378 0.2638
H 2.2953 -3.4030 -1.3614
H 1.0687 -4.6234 -1.0848
C -5.3744 4.0937 -5.8231
C -5.8665 3.2048 -4.6454
C -4.9790 3.3645 -3.3964
C -3.6890 2.5477 -3.3857
C -3.9660 1.0988 -3.7748
C -4.6961 0.9966 -5.1128
N -5.9595 1.7915 -5.1166
O -6.8315 1.1673 -4.3801
C -3.7277 1.4580 -6.2211
C -4.9625 -0.4723 -5.4459
C -7.2282 3.8034 -4.2769
H -5.0018 3.5249 -6.6704
H -6.1902 4.6839 -6.2418
H -4.5892 4.7853 -5.5131
H -5.5545 3.0651 -2.5143
H -4.7390 4.4196 -3.2512
H -2.9447 2.9969 -4.0486
H -3.2520 2.5759 -2.3840
H -3.0195 0.5523 -3.8205
H -4.5526 0.6189 -2.9832
H -4.2063 1.4183 -7.2011
H -2.8578 0.8001 -6.2548
H -3.3358 2.4618 -6.0735
H -5.5392 -0.9788 -4.6724
H -4.0198 -1.0120 -5.5467
H -5.5008 -0.5648 -6.3908
H -7.9558 3.6643 -5.0778
H -7.1202 4.8750 -4.1033
H -7.6397 3.3734 -3.3642
```

Gap between HOMO and LUMO (alpha / beta) in eV: 4.4 / 5.1
Net charge: +1
Multiplicity: 3
HOMO (alpha / beta) in eV: -9.60 / -10.39

---

Entry 5:
This record from OMol25 describes a 11-piece molecular cluster, C28H50Cl21NO2P overall. The level of theory is the ωB97M-V functional and the def2-TZVPD basis.

```
103
Properties=species:S:1:pos:R:3
C 1.0089 1.1798 0.9063
C 1.3475 0.4951 -0.1811
C 1.6863 -0.2902 -1.5724
O 0.4801 -0.9515 -2.1136
C -0.4402 0.0235 -2.6782
C 0.1754 0.8369 -3.9510
N 1.6598 0.5962 -3.9672
C 2.3024 0.8021 -2.6000
C 1.9419 2.3033 -2.0762
C 1.3290 3.4353 -1.7507
P 4.1952 0.7489 -2.8163
O 4.8776 1.8658 -1.6629
Cl 5.0125 -1.1225 -2.2934
H 0.6457 2.0475 1.5871
H 2.3982 -1.1405 -1.2748
H -0.9046 0.7440 -1.8964
H -1.3405 -0.5883 -3.1020
H -0.3062 0.4473 -4.9411
H -0.1272 1.9479 -3.8724
H 2.0868 1.3257 -4.5883
H 1.9382 -0.3278 -4.3818
H 0.6991 4.4122 -1.7587
H 4.8426 1.4750 -0.7532
Cl 0.4878 5.3576 -5.1700
C 0.7664 7.0411 -4.6564
C 1.0656 7.1450 -3.1729
Cl -0.3556 6.7540 -2.1704
H -0.1114 7.6304 -4.9335
H 1.6184 7.4107 -5.2321
H 1.3559 8.1678 -2.9233
H 1.8798 6.4783 -2.8798
Cl -1.0808 2.6975 5.5414
C -1.9952 1.2937 4.9375
C -1.0859 0.1533 4.5194
Cl -0.1390 0.5486 3.0600
H -2.6253 1.6291 4.1105
H -2.6478 0.9676 5.7509
H -1.6824 -0.7272 4.2788
H -0.3867 -0.1155 5.3138
Cl -2.2885 -1.9099 6.3716
C -3.2035 -3.3142 5.7692
C -2.2951 -4.4538 5.3521
Cl -1.3493 -4.0600 3.8927
H -3.8341 -2.9794 4.9423
H -3.8555 -3.6394 6.5831
H -2.8929 -5.3355 5.1126
H -1.5955 -4.7217 6.1464
Cl -1.3772 9.8133 -5.1766
C -3.0139 9.6813 -4.4843
C -3.2478 8.3401 -3.8164
Cl -3.3086 7.0037 -4.9938
H -3.7359 9.8639 -5.2835
H -3.1118 10.4832 -3.7484
H -4.2082 8.3474 -3.2969
H -2.4677 8.1132 -3.0874
Cl 4.4748 -5.0305 -2.3193
C 2.7196 -4.8346 -2.5463
C 2.3763 -4.2817 -3.9162
Cl 2.8975 -2.5866 -4.1067
H 2.3437 -4.1914 -1.7473
H 2.2723 -5.8240 -2.4245
H 1.2943 -4.2977 -4.0624
H 2.8363 -4.8683 -4.7135
Cl 1.9131 -6.9443 -6.2999
C 3.6111 -7.4448 -6.0942
C 4.3336 -7.5801 -7.4218
Cl 3.7271 -8.9536 -8.3798
H 3.6234 -8.3815 -5.5325
H 4.0955 -6.6778 -5.4853
H 5.3963 -7.7608 -7.2493
H 4.2354 -6.6760 -8.0267
Cl -4.2916 -4.6907 9.0650
C -5.2068 -6.0944 8.4608
C -4.2977 -7.2341 8.0410
Cl -3.3524 -6.8389 6.5823
H -5.8378 -5.7584 7.6348
H -5.8582 -6.4214 9.2746
H -4.8953 -8.1160 7.8005
H -3.5977 -7.5030 8.8349
Cl -1.9582 0.8916 9.1466
C -1.9454 -0.1519 10.5893
C -3.1690 -1.0460 10.6612
Cl -4.6602 -0.1219 10.9701
H -1.8626 0.4882 11.4704
H -1.0425 -0.7645 10.5287
H -3.0615 -1.7561 11.4842
H -3.3072 -1.6126 9.7375
Cl -5.1671 11.0057 -2.3767
C -6.0716 10.6539 -0.8834
C -5.1653 10.1807 0.2372
Cl -4.4792 8.5687 -0.0887
H -6.8403 9.9144 -1.1184
H -6.5705 11.5805 -0.5899
H -5.7348 10.0997 1.1655
H -4.3376 10.8732 0.4041
Cl 7.3766 -7.9805 -2.4843
C 8.5922 -7.2757 -3.5777
C 8.0665 -6.0555 -4.3096
Cl 6.8020 -6.4742 -5.4931
H 8.9149 -8.0537 -4.2732
H 9.4490 -6.9959 -2.9601
H 8.8760 -5.5801 -4.8677
H 7.6515 -5.3195 -3.6175
```

Gap between HOMO and LUMO in eV: 9.1
Net charge: +1
HOMO in eV: -11.70

---

Number 1: energy -2149.12064 hartree, F_max 2.09 eV Å⁻¹. Number 2: energy -7655.20199 hartree, F_max 1.44 eV Å⁻¹. Number 3: energy -5041.28429 hartree, F_max 3.81 eV Å⁻¹. Number 4: energy -5533.34802 hartree, F_max 2.73 eV Å⁻¹. Number 5: energy -11307.04115 hartree, F_max 8.07 eV Å⁻¹.